[1]
Molecular formula: C14H14N4O3S3
Method: DFT, wB97M-V/def2-TZVPD

For the HOMO energy, the calculation gives -8.80 eV. As for the gap between HOMO and LUMO: 7.468 eV. The calculation puts the calculated total energy at -2181.20582 hartree. Its energy above the lowest of the compared OMol25 structures with the same formula, charge and spin is 0.00 kcal per mole. The max |F| is 1.29 eV/Å. Its spin multiplicity is 1.

CARTESIAN COORDINATES (ANGSTROEM)
O  0.744  3.994  1.335
C  0.816  2.826  1.650
N  -0.205  1.951  1.513
H  -0.010  0.964  1.649
C  -1.360  2.274  0.704
C  -1.357  1.496  -0.572
C  -2.383  0.834  -1.173
C  -1.995  0.194  -2.371
C  -0.680  0.375  -2.652
S  0.118  1.332  -1.471
H  -0.119  0.002  -3.486
H  -2.667  -0.375  -2.988
H  -3.385  0.806  -0.781
H  -1.300  3.350  0.504
H  -2.282  2.068  1.260
C  2.060  2.210  2.277
H  2.786  3.009  2.427
C  2.679  1.137  1.377
N  1.863  -0.065  1.341
S  2.205  -1.175  0.133
O  2.895  -2.297  0.707
O  2.805  -0.495  -0.973
C  0.604  -1.791  -0.391
C  0.579  -2.513  -1.552
C  -0.605  -3.105  -2.034
C  -1.788  -2.978  -1.359
C  -1.794  -2.238  -0.166
N  -2.835  -1.987  0.630
S  -2.344  -1.103  1.866
N  -0.786  -0.985  1.482
C  -0.579  -1.641  0.338
H  -2.704  -3.423  -1.711
H  -0.567  -3.666  -2.955
H  1.502  -2.615  -2.101
H  1.842  -0.551  2.227
H  3.696  0.913  1.726
H  2.745  1.490  0.346
H  1.805  1.777  3.246

Cartesian forces (eV/Å) of the 6 atoms listed first:
0.2 0.4 -0.2
0.2 -0.2 0.5
-0.2 -0.2 0.0
0.0 0.2 0.0
-0.1 0.3 0.1
0.2 0.0 -0.2

Atomic partial charges in e from the Mulliken method, atoms 1 to 5:
1 O -0.670
2 C 0.725
3 N -0.049
4 H 0.306
5 C -1.161

***

[2]
Molecular formula: C4H7O4P
Method: DFT, wB97M-V/def2-TZVPD

For the HOMO energy, the calculation gives 0.95 eV. As for the gap between HOMO and LUMO: 5.861 eV. The calculation puts the calculated total energy at -798.94336 hartree. As for the net charge: -2. Its energy above the lowest of the compared OMol25 structures with the same formula, charge and spin is 12.23 kcal per mole. The max |F| is 3.36 eV/Å. Its spin multiplicity is 1.

CARTESIAN COORDINATES (ANGSTROEM)
C  1.858  -1.690  -0.013
C  -1.177  0.185  -1.280
C  -1.213  0.235  1.256
C  -0.641  0.771  -0.009
O  1.436  1.790  1.349
O  2.176  -0.514  -0.138
O  2.559  -2.720  -0.015
O  1.608  2.078  -1.142
P  0.958  1.355  -0.020
H  0.639  -1.843  0.135
H  -0.647  0.667  -2.068
H  -2.290  0.387  -1.523
H  -1.077  -0.910  -1.388
H  -2.150  0.695  1.494
H  -0.501  0.356  2.171
H  -1.537  -0.841  1.190

Cartesian forces (eV/Å) of the 6 atoms listed first:
-2.9 -1.7 0.5
-1.5 0.2 0.0
1.2 -0.9 1.5
0.5 -0.2 -0.7
-0.3 -0.7 -0.4
1.0 1.7 -0.3

Atomic partial charges in e from the Mulliken method, atoms 1 to 5:
1 C 0.264
2 C -1.354
3 C -1.213
4 C 0.285
5 O -0.807

***

[3]
Molecular formula: C3H7NOS
Method: DFT, wB97M-V/def2-TZVPD

For the HOMO energy, the calculation gives -8.75 eV. As for the gap between HOMO and LUMO: 9.474 eV. The calculation puts the calculated total energy at -646.50234 hartree. Its energy above the lowest of the compared OMol25 structures with the same formula, charge and spin is 131.55 kcal per mole. The max |F| is 5.90 eV/Å. Its spin multiplicity is 1.

CARTESIAN COORDINATES (ANGSTROEM)
C  -0.244  -2.220  -0.708
C  1.073  -0.220  -0.624
C  -0.960  2.537  1.318
H  0.136  -2.115  0.630
H  0.491  -3.049  -1.442
H  -1.594  -2.164  -0.995
H  1.984  -0.780  -0.386
H  1.304  0.712  -1.120
H  -1.580  3.406  0.915
H  -1.127  2.273  2.309
N  -0.314  1.915  0.336
O  0.081  -0.930  -1.164
S  0.751  0.634  0.930

Cartesian forces (eV/Å) of the 6 atoms listed first:
-0.1 0.2 0.7
1.4 1.2 1.5
0.1 0.4 -5.9
-1.6 -1.2 -4.0
-2.6 2.1 2.6
4.5 -1.1 1.3

Atomic partial charges in e from the Mulliken method, atoms 1 to 5:
1 C -0.483
2 C -0.503
3 C -0.270
4 H 0.229
5 H 0.215

***

[4]
Molecular formula: C17H20N2O4
Method: DFT, wB97M-V/def2-TZVPD

For the HOMO energy, the calculation gives -8.36 eV. As for the gap between HOMO and LUMO: 8.242 eV. The SMILES is CCCCOC(=O)[C@@H](C)Oc1ccc(=O)n(-c2ccccc2)n1. The calculation puts the calculated total energy at -1070.27496 hartree. Its energy above the lowest of the compared OMol25 structures with the same formula, charge and spin is 52.53 kcal per mole. The max |F| is 1.33 eV/Å. Its spin multiplicity is 1.

CARTESIAN COORDINATES (ANGSTROEM)
C  1.434  -1.773  2.402
C  -0.049  -1.661  2.078
C  -0.360  -2.119  0.654
C  -1.842  -1.971  0.322
O  -2.247  -0.602  0.387
C  -2.272  0.088  -0.747
O  -2.078  -0.363  -1.844
C  -2.707  1.536  -0.497
C  -4.223  1.599  -0.354
O  -2.138  2.064  0.692
C  -0.809  1.937  0.806
C  -0.171  2.474  1.964
C  1.167  2.341  2.045
C  1.945  1.678  1.008
O  3.158  1.575  1.041
N  1.178  1.172  -0.039
C  1.733  0.460  -1.134
C  1.052  0.478  -2.349
C  1.537  -0.237  -3.426
C  2.706  -0.971  -3.307
C  3.383  -0.988  -2.100
C  2.904  -0.281  -1.011
N  -0.148  1.330  -0.127
H  2.023  -1.142  1.741
H  1.625  -1.463  3.427
H  1.773  -2.800  2.284
H  -0.375  -0.625  2.200
H  -0.622  -2.270  2.781
H  0.221  -1.536  -0.064
H  -0.085  -3.169  0.533
H  -2.049  -2.350  -0.684
H  -2.460  -2.494  1.056
H  -2.370  2.128  -1.359
H  -4.533  2.628  -0.194
H  -4.533  1.001  0.499
H  -4.692  1.217  -1.256
H  -0.769  2.956  2.720
H  1.737  2.720  2.880
H  0.136  1.040  -2.436
H  0.998  -0.218  -4.360
H  3.086  -1.527  -4.151
H  4.292  -1.560  -1.997
H  3.446  -0.300  -0.081

Cartesian forces (eV/Å) of the 6 atoms listed first:
-0.3 0.1 0.1
0.2 -0.1 -0.2
-0.5 0.3 0.2
0.3 -0.6 -0.3
-0.2 0.1 0.4
-0.1 0.2 -0.3

Atomic partial charges in e from the Mulliken method, atoms 1 to 5:
1 C -1.174
2 C -0.087
3 C 0.095
4 C -0.960
5 O -0.297

***

[5]
Molecular formula: C13H20FN2O5
Method: DFT, wB97M-V/def2-TZVPD

For the HOMO energy, the calculation gives -11.94 eV. As for the gap between HOMO and LUMO: 7.499 eV. The calculation puts the calculated total energy at -1092.62389 hartree. As for the net charge: +1. The max |F| is 3.56 eV/Å. Its spin multiplicity is 1.

CARTESIAN COORDINATES (ANGSTROEM)
C  4.866  -2.229  -1.282
C  4.095  -0.874  -1.012
O  4.834  -0.088  -0.038
C  2.653  -1.107  -0.381
N  1.686  -0.103  -0.963
C  1.005  -0.796  -2.083
C  0.051  0.239  -2.790
O  -1.057  0.704  -1.972
C  -1.773  -0.311  -1.420
C  -2.024  -0.225  0.043
C  -2.819  -1.240  0.735
C  -3.364  -2.359  -0.109
C  -3.053  -2.400  -1.526
N  -2.286  -1.386  -2.117
H  5.934  -2.095  -0.959
H  4.842  -2.500  -2.374
H  4.409  -3.074  -0.685
H  4.025  -0.267  -1.964
H  5.297  0.635  -0.503
H  2.327  -2.162  -0.587
H  2.718  -0.884  0.715
H  2.213  0.699  -1.329
H  1.815  -1.044  -2.849
H  0.525  -1.768  -1.798
H  -0.269  -0.139  -3.811
H  0.678  1.155  -3.007
H  -1.606  0.642  0.611
H  -3.006  -1.150  1.831
H  -3.996  -3.141  0.374
H  -3.456  -3.230  -2.166
H  -2.114  -1.483  -3.125
C  -2.627  3.561  2.796
C  -1.629  3.806  3.890
O  -2.111  3.001  4.948
C  -2.760  1.959  4.356
O  -3.060  0.953  4.912
O  -3.017  2.210  3.039
F  -1.647  5.099  4.285
H  -3.502  4.210  2.871
H  -2.192  3.671  1.802
H  -0.606  3.511  3.641

Cartesian forces (eV/Å) of the 6 atoms listed first:
-0.1 0.2 0.1
0.3 -0.6 0.5
-0.2 0.4 -0.9
0.9 1.2 -0.3
-0.6 -2.0 0.1
0.7 1.5 -1.1

Atomic partial charges in e from the Mulliken method, atoms 1 to 5:
1 C -1.212
2 C 0.389
3 O -0.547
4 C -0.879
5 N -0.349

***

[6]
Molecular formula: C17H55N11O10
Method: DFT, wB97M-V/def2-TZVPD

For the HOMO energy, the calculation gives -9.16 eV. As for the gap between HOMO and LUMO: 9.583 eV. The SMILES is COC[C@H](C)N.NC(N)=O.NC(N)=O.NC(N)=O.NC(N)=O.NC(N)=O.CCO.CCO.CCO.CCO. The calculation puts the calculated total energy at -2035.56247 hartree. Its energy above the lowest of the compared OMol25 structures with the same formula, charge and spin is 2.87 kcal per mole. The max |F| is 3.39 eV/Å. Its spin multiplicity is 1.

CARTESIAN COORDINATES (ANGSTROEM)
C  7.645  10.961  9.732
O  9.021  10.743  9.382
C  9.716  11.550  8.487
C  10.254  12.799  9.130
C  10.782  13.760  8.025
N  11.313  12.493  10.111
H  7.070  10.838  8.835
H  7.465  12.000  10.187
H  7.381  10.222  10.497
H  10.473  10.894  8.027
H  9.079  11.839  7.650
H  9.395  13.315  9.542
H  10.022  14.215  7.401
H  11.479  13.213  7.367
H  11.378  14.601  8.431
H  12.075  12.107  9.568
H  10.949  11.773  10.721
N  18.495  13.255  12.049
C  17.265  13.873  12.235
N  16.986  14.548  13.436
O  16.358  13.769  11.351
H  19.224  13.075  12.734
H  18.608  12.968  11.056
H  16.008  14.772  13.626
H  17.584  14.696  14.245
N  13.557  14.073  11.597
C  13.277  14.549  12.862
N  11.929  14.812  13.290
O  14.212  14.851  13.635
H  12.813  13.885  10.904
H  14.552  14.000  11.336
H  11.176  14.781  12.589
H  11.906  15.380  14.137
N  19.106  9.560  12.215
C  20.437  9.086  12.199
N  21.173  9.010  13.430
O  20.938  8.815  11.128
H  18.670  9.858  11.366
H  18.581  9.876  13.031
H  20.653  9.155  14.298
H  21.932  8.349  13.408
N  17.530  9.464  17.072
C  17.786  10.074  15.883
N  16.891  10.998  15.397
O  18.826  9.833  15.273
H  16.637  9.117  17.342
H  18.106  8.612  17.102
H  16.857  11.134  14.391
H  16.052  11.238  15.911
N  16.801  12.586  8.687
C  17.578  11.383  8.929
N  18.451  11.029  7.940
O  17.601  10.752  9.958
H  17.098  13.160  7.921
H  16.675  13.092  9.555
H  19.100  10.228  8.149
H  18.991  11.791  7.561
C  14.393  6.992  9.560
C  13.789  5.856  8.673
O  12.608  6.468  8.194
H  14.494  7.998  9.089
H  15.334  6.735  10.081
H  13.677  7.140  10.374
H  13.621  4.949  9.282
H  14.475  5.680  7.867
H  12.045  5.753  7.905
C  14.183  10.643  11.060
C  15.002  9.935  12.009
O  16.052  10.856  12.515
H  13.709  11.553  11.435
H  13.431  9.990  10.577
H  14.791  11.003  10.195
H  15.509  9.049  11.612
H  14.514  9.757  12.922
H  16.539  11.140  11.699
C  12.022  9.385  5.613
C  12.612  9.498  6.957
O  12.749  10.830  7.312
H  12.685  9.904  4.884
H  11.023  9.875  5.629
H  11.928  8.378  5.236
H  13.574  9.017  7.041
H  11.975  9.119  7.746
H  13.537  11.162  6.883
C  16.843  5.741  12.779
C  16.703  6.842  13.738
O  17.505  6.666  14.903
H  16.024  5.713  12.034
H  16.947  4.744  13.213
H  17.725  5.875  12.126
H  15.701  6.917  14.229
H  16.986  7.826  13.317
H  18.201  7.337  14.808

Cartesian forces (eV/Å) of the 6 atoms listed first:
1.2 1.6 0.5
-0.5 -1.2 1.6
-0.7 -0.1 -1.1
0.8 0.7 -1.2
1.2 -0.2 0.4
-0.8 0.9 -0.4

Atomic partial charges in e from the Mulliken method, atoms 1 to 5:
1 C -0.692
2 O -0.349
3 C -0.042
4 C 0.252
5 C -1.523

***

HOMO of number 4 (C17H20N2O4)? -8.36 eV

***

Among the records above, which one has the lowest HOMO? C13H20FN2O5

***

Among the records above, which one has the lowest calculated total energy? C14H14N4O3S3